# 1
The molecule C7H11N2OP in a non-equilibrium geometry, computed with ωB97M-V/def2-TZVPD.

```
22
Properties=species:S:1:pos:R:3:forces:R:3
P -1.155 -0.097 1.770 3.8 -1.5 0.1
O 0.918 0.092 2.215 -3.8 -3.4 -0.5
N -2.083 1.083 2.038 0.4 1.8 -0.6
N -1.544 -1.254 2.853 -1.5 0.9 -0.6
C 0.385 1.167 -2.616 -1.6 0.1 1.5
C -0.471 0.587 -1.655 -0.7 -1.6 0.8
C 1.378 -0.687 -0.857 -0.9 -0.5 1.9
C 2.244 0.074 -1.586 0.9 -0.6 -0.4
C 1.744 1.003 -2.482 0.6 1.0 -2.0
C -0.949 -1.087 0.128 2.6 0.1 4.4
C -0.031 -0.441 -0.764 2.9 2.0 -3.0
H -1.902 -1.066 -0.148 -4.1 -0.2 -1.7
H 1.940 -1.374 -0.211 -1.0 -0.2 0.0
H -1.559 0.810 -1.553 0.9 0.1 -0.7
H 2.328 1.604 -3.224 0.0 -0.8 1.0
H 0.754 0.973 2.064 0.4 3.8 -0.4
H -0.911 -1.975 2.903 1.7 -2.1 0.0
H -0.102 1.799 -3.360 0.6 0.1 0.2
H 3.300 -0.266 -1.456 -0.8 1.0 -0.5
H -0.706 -2.088 0.521 0.2 0.4 -0.5
H -1.884 2.026 1.661 -0.3 -1.0 0.2
H -1.697 -0.883 3.758 -0.4 0.5 0.9
```
Positions in Å, forces in eV/Å.

Output
- HOMO-LUMO gap: 0.3486 Ha
- LUMO: 0.02077 hartree
- SMILES string: N=[P@](N)(O)Cc1ccccc1
- E: -21752.5712 eV
- 2S+1: 1
- Max |F|: 5.1 eV Å⁻¹

# 2
An isolated ion of composition C7H11N2S and charge +1 in a non-equilibrium geometry, computed with ωB97M-V/def2-TZVPD.

```
21
Properties=species:S:1:pos:R:3:forces:R:3
S -1.857 -1.526 0.895 -0.8 0.0 -0.6
N 2.683 -0.759 0.053 0.4 2.9 2.2
N -0.860 -0.357 -1.451 -0.4 -1.1 0.0
C 1.034 0.373 1.297 0.7 1.6 0.6
C 2.447 0.247 0.841 -0.6 -0.7 0.8
C -1.843 -0.109 -0.374 -3.6 -2.1 1.7
C -1.411 1.144 0.297 2.5 -1.6 0.6
C 0.381 0.378 -1.213 1.0 1.2 -0.3
C 0.203 1.086 0.070 -2.7 -1.7 -0.3
C 2.774 -1.333 -0.951 -1.2 -3.2 -2.9
H 0.486 -0.596 1.520 1.0 1.4 0.2
H -1.321 -0.356 -2.355 0.0 1.6 -0.8
H -3.214 -1.873 0.938 1.3 0.6 -0.4
H 3.205 1.021 0.965 -0.2 -0.5 0.2
H -2.931 -0.074 -0.738 1.8 0.0 0.1
H 0.567 2.062 -0.052 0.9 1.2 0.1
H 2.755 -2.396 -1.260 0.8 0.8 0.4
H 1.057 1.207 2.128 -0.7 -2.1 -1.3
H -0.533 -1.313 -1.642 0.1 -0.6 1.3
H -1.766 1.925 -0.248 -0.9 2.6 -1.7
H -1.855 1.250 1.280 0.5 -0.2 0.3
```
Positions in Å, forces in eV/Å.

Output
- HOMO-LUMO gap (spin up / spin down): 0.2364 / 0.2342 Ha
- Charge: +1
- LUMO (spin up / spin down): -0.17770 / -0.17911 hartree
- E: -21238.3425 eV
- 2S+1: 1
- Max |F|: 4.5 eV Å⁻¹

# 3
A 2-piece molecular cluster, C7H11N2S overall in a non-equilibrium geometry, computed with ωB97M-V/def2-TZVPD.

```
21
Properties=species:S:1:pos:R:3:forces:R:3
S -1.259 -0.365 1.359 0.6 1.6 -0.8
N 0.174 1.734 0.218 -0.4 -3.5 2.4
N -0.426 3.299 -1.192 -1.6 0.2 -0.3
C 0.063 -2.768 0.835 -0.8 -0.3 -0.7
C 0.416 2.877 -0.300 0.6 0.2 -1.4
C -1.657 2.574 -1.613 2.9 0.1 -1.3
C -0.488 0.793 0.679 0.1 0.7 0.4
C 1.772 -1.947 -0.932 -1.2 0.7 1.3
C 0.892 -2.347 -0.060 0.6 0.5 -0.2
C 0.403 -2.954 2.254 1.6 0.6 0.3
H -2.504 3.162 -1.618 -1.5 1.7 -0.2
H 0.358 -3.982 2.553 -0.2 -0.5 0.4
H 2.068 -2.730 -1.543 1.4 -0.9 -1.4
H -0.326 4.148 -1.683 0.8 1.1 -0.3
H -0.952 -2.943 0.472 0.0 0.0 0.3
H -0.227 -2.321 2.859 -0.4 -0.1 0.5
H 2.080 -0.912 -0.991 0.0 -0.1 -0.4
H -1.830 1.795 -0.977 -0.5 -1.9 1.6
H 1.436 -2.562 2.419 -0.7 -0.5 0.0
H 1.424 3.309 -0.155 -0.9 0.3 0.1
H -1.418 2.141 -2.586 -0.3 0.2 -0.1
```
Positions in Å, forces in eV/Å.

Output
- HOMO-LUMO gap (spin up / spin down): 0.2509 / 0.2509 Ha
- Charge: +1
- LUMO (spin up / spin down): -0.19052 / -0.19053 hartree
- E: -21242.5710 eV
- 2S+1: 1
- Max |F|: 4.3 eV Å⁻¹